Entry 1:
Here is 2 unconnected molecules or ions with the total composition C3H5BrS from OMol25. Energies are from the ωB97M-V functional and the def2-TZVPD basis.

```
! wB97M-V def2-TZVPD RIJCOSX def2/J DEFGRID3
* xyz 0 1
Br -1.43893 1.19764 2.24964
S -0.88175 -0.62291 -1.88121
C -0.49160 1.81529 0.78988
C -2.12266 0.71757 -2.04624
C 0.51767 2.00323 0.15787
H -1.71131 1.58123 -1.45103
H -2.22352 1.01694 -3.31091
H 0.82300 2.49003 -0.79423
H -3.03799 0.23278 -1.78347
H -1.33788 -1.33308 -2.87617
*
```

The value obtained for the energy above the lowest of the compared OMol25 structures with the same formula, charge and spin is 3.3759 eV. The total energy comes out at -3089.364947 Eh. The orbital gap comes out at 0.335 hartree. The structure (SMILES) is C#CBr.CS. The value obtained for the strongest force on any atom is 0.07894 hartree/bohr.

Taken from the Löwdin analysis, the atomic charges in e are:
1. Br 0.72
2. S 0.58
3. C -0.74
4. C -0.49
5. C -0.03
6. H -0.01
7. H 0.12
8. H 0.07
9. H -0.01
10. H -0.19

=====

Entry 2:
Here is 2 unconnected molecules or ions with the total composition C3H5BrSi from OMol25. Energies are from the ωB97M-V functional and the def2-TZVPD basis.

```
! wB97M-V def2-TZVPD RIJCOSX def2/J DEFGRID3
* xyz 0 1
Br -1.80580 -1.09930 1.69597
Si 0.90223 0.81857 1.03100
C -0.64524 -0.34919 -1.21637
C -0.70344 -0.17150 -2.40686
C -0.16019 -0.68941 0.80209
H -0.85891 -0.04580 -3.36979
H -0.21804 1.85437 0.88947
H 1.80920 1.03331 2.28128
H 0.10769 -1.78895 0.54414
H 1.57249 0.43792 -0.25091
*
```

The value obtained for the energy above the lowest of the compared OMol25 structures with the same formula, charge and spin is 5.1640 eV. The total energy comes out at -2980.597109 Eh. The orbital gap comes out at 0.365 hartree. The value obtained for the strongest force on any atom is 0.10927 hartree/bohr.

Taken from the Löwdin analysis, the atomic charges in e are:
1. Br 0.58
2. Si 0.56
3. C -0.12
4. C 0.00
5. C -0.87
6. H -0.04
7. H -0.03
8. H -0.06
9. H 0.03
10. H -0.05

=====

Entry 3:
Here is a single C3H5BrSi molecule from OMol25. Energies are from the ωB97M-V functional and the def2-TZVPD basis.

```
! wB97M-V def2-TZVPD RIJCOSX def2/J DEFGRID3
* xyz 0 1
Br 3.32458 -0.18697 -0.70761
Si -2.13961 0.38574 -0.62261
C -0.45633 0.49953 0.02366
C 2.02674 -0.41378 0.84179
C 0.60917 -0.03016 0.28948
H 2.31365 0.12435 1.73146
H -2.62600 1.47916 -1.56506
H 2.01867 -1.47597 0.93611
H -2.05394 -0.57813 -1.63059
H -3.01692 0.19622 0.70336
*
```

The value obtained for the energy above the lowest of the compared OMol25 structures with the same formula, charge and spin is 2.1884 eV. The total energy comes out at -2980.706461 Eh. The orbital gap comes out at 0.383 hartree. The structure (SMILES) is [SiH3]C#CCBr. The value obtained for the strongest force on any atom is 0.07538 hartree/bohr.

Taken from the Löwdin analysis, the atomic charges in e are:
1. Br 0.53
2. Si 0.56
3. C -0.27
4. C -0.50
5. C -0.19
6. H 0.06
7. H -0.08
8. H 0.02
9. H -0.11
10. H -0.04

=====

Entry 4:
Here is a molecular structure, C3H5CaO3 from OMol25. Energies are from the ωB97M-V functional and the def2-TZVPD basis.

```
! wB97M-V def2-TZVPD RIJCOSX def2/J DEFGRID3
* xyz 3 1
Ca 3.87619 2.08250 -1.77016
O 2.44857 0.69055 -0.99083
O 0.16428 0.09248 0.66593
O 2.22485 -1.18528 0.30662
C 2.08729 -0.31676 -0.49256
C -2.16721 -0.35086 0.44380
C -0.95048 0.36342 0.13854
H -2.83983 0.37113 0.94146
H -0.86467 1.00853 -0.74517
H -2.01622 -1.25876 1.03352
H -2.66547 -0.55814 -0.52034
H 0.70271 -0.93881 0.98919
*
```

The value obtained for the energy above the lowest of the compared OMol25 structures with the same formula, charge and spin is 0.0000 eV. The total energy comes out at -1019.412476 Eh. The orbital gap comes out at 0.392 hartree. The value obtained for the strongest force on any atom is 0.11545 hartree/bohr.

Taken from the Löwdin analysis, the atomic charges in e are:
1. Ca 1.96
2. O -0.03
3. O 0.06
4. O 0.31
5. C -0.25
6. C 0.05
7. C -0.05
8. H 0.16
9. H 0.18
10. H 0.13
11. H 0.15
12. H 0.33

=====

Entry 5:
Here is a molecular structure, C3H5CdMgO3 from OMol25. Energies are from the ωB97M-V functional and the def2-TZVPD basis.

```
! wB97M-V def2-TZVPD RIJCOSX def2/J DEFGRID3
* xyz 0 2
Cd 1.00621 0.87547 -0.95862
Mg 4.32869 0.32078 0.03019
O 2.47302 0.00592 -0.14537
O -0.72549 -0.60383 -0.65016
O -0.37652 2.13555 -0.46836
C 0.05765 -1.40749 0.24524
C -1.71276 0.21568 -0.11971
C -1.51745 1.55118 -0.13987
H 0.11948 -2.38778 -0.25010
H -2.47941 -0.28257 0.47419
H -0.31377 -1.33616 1.28018
H -2.33008 2.18592 0.24187
H 1.47043 -1.27269 0.46053
*
```

The expectation value of S² is 0.7523. The value obtained for the energy above the lowest of the compared OMol25 structures with the same formula, charge and spin is 1.6033 eV. The total energy comes out at -710.689246 Eh. The orbital gap (spin up / spin down) comes out at 0.257 / 0.236 hartree. The value obtained for the strongest force on any atom is 0.08464 hartree/bohr.

Taken from the Löwdin analysis, the atomic charges in e are:
1. Cd 1.36
2. Mg 0.63
3. O -1.09
4. O -0.32
5. O -0.36
6. C -0.19
7. C -0.21
8. C -0.32
9. H 0.06
10. H 0.11
11. H 0.07
12. H 0.11
13. H 0.14

=====

Entry 6:
Here is a molecular structure, C3H5Cl from OMol25. Energies are from the ωB97M-V functional and the def2-TZVPD basis.

```
! wB97M-V def2-TZVPD RIJCOSX def2/J DEFGRID3
* xyz 0 3
Cl 1.18015 -2.22916 0.66021
C -0.83352 0.25609 0.33986
C 0.53322 0.72097 -0.11102
C 0.02703 -0.60763 -0.46542
H 1.29650 0.77672 0.64760
H -1.72130 0.64206 -0.14674
H -0.98257 0.05351 1.38714
H 0.63742 1.45531 -0.89542
H -0.13692 -1.06787 -1.41620
*
```

The expectation value of S² is 2.0057. The value obtained for the energy above the lowest of the compared OMol25 structures with the same formula, charge and spin is 0.7467 eV. The total energy comes out at -577.288599 Eh. The orbital gap (spin up / spin down) comes out at 0.296 / 0.253 hartree. The value obtained for the strongest force on any atom is 0.03530 hartree/bohr.

Taken from the Löwdin analysis, the atomic charges in e are:
1. Cl 0.39
2. C -0.19
3. C -0.20
4. C -0.42
5. H 0.08
6. H 0.09
7. H 0.09
8. H 0.09
9. H 0.07

=====

Entry 7:
Here is a single C3H5Cl2N molecule from OMol25. Energies are from the ωB97M-V functional and the def2-TZVPD basis.

```
! wB97M-V def2-TZVPD RIJCOSX def2/J DEFGRID3
* xyz 0 1
Cl 0.72347 -0.49823 2.05083
Cl -1.11705 -2.13917 0.56303
N 0.26901 0.99449 -0.82263
C 0.74919 -0.36870 -0.66802
C -0.85032 0.70574 0.12771
C -0.19683 -0.63683 0.54440
H -1.68746 0.43702 -0.52555
H 0.95643 1.53075 -0.19208
H -1.08343 1.41631 0.95160
H 0.39253 -0.98992 -1.47399
H 1.84445 -0.45148 -0.55530
*
```

The value obtained for the energy above the lowest of the compared OMol25 structures with the same formula, charge and spin is 0.7366 eV. The total energy comes out at -1092.405813 Eh. The orbital gap comes out at 0.396 hartree. The structure (SMILES) is ClC1(Cl)CNC1. The value obtained for the strongest force on any atom is 0.07209 hartree/bohr.

Taken from the Löwdin analysis, the atomic charges in e are:
1. Cl 0.60
2. Cl 0.61
3. N -0.05
4. C -0.28
5. C -0.24
6. C -1.20
7. H 0.11
8. H 0.12
9. H 0.12
10. H 0.10
11. H 0.12

=====

Entry 8:
Here is 2 unconnected molecules or ions with the total composition C3H5Cl2NO2 from OMol25. Energies are from the ωB97M-V functional and the def2-TZVPD basis.

```
! wB97M-V def2-TZVPD RIJCOSX def2/J DEFGRID3
* xyz 0 1
Cl 0.10399 1.65530 -2.97347
Cl 1.92593 2.84288 -0.81811
O -0.70894 2.93306 0.49568
O -1.94771 2.12563 -1.13383
N -0.68433 2.48055 -0.67263
C 0.31070 2.39772 -1.42034
C 0.40948 -0.83101 -0.54446
C 0.19002 -1.10209 0.69981
H 0.68264 0.07304 -0.81505
H -2.42529 2.69774 -0.49387
H 0.35617 -0.30726 1.53460
H 0.46582 -1.63261 -1.38791
H -0.18250 -1.97229 1.12530
*
```

The value obtained for the energy above the lowest of the compared OMol25 structures with the same formula, charge and spin is 5.6811 eV. The total energy comes out at -1242.731101 Eh. The orbital gap comes out at 0.367 hartree. The structure (SMILES) is [O-][N+](O)=C(Cl)Cl.C=C. The value obtained for the strongest force on any atom is 0.11027 hartree/bohr.

Taken from the Löwdin analysis, the atomic charges in e are:
1. Cl 0.71
2. Cl 0.67
3. O -0.05
4. O 0.04
5. N -0.43
6. C -1.05
7. C -0.09
8. C -0.07
9. H -0.08
10. H 0.14
11. H 0.10
12. H 0.10
13. H 0.02

=====

Entry 9:
Here is 2 unconnected molecules or ions with the total composition C3H5Cl3 from OMol25. Energies are from the ωB97M-V functional and the def2-TZVPD basis.

```
! wB97M-V def2-TZVPD RIJCOSX def2/J DEFGRID3
* xyz 0 1
Cl -0.26595 -1.02984 2.04951
Cl -1.35203 1.13866 -1.62170
Cl 1.86675 0.71892 0.82876
C 0.76429 -0.58122 0.76403
C 1.01165 -1.58744 -0.35777
C -1.54189 2.00430 -0.20807
H -1.24694 3.03800 -0.28607
H 1.57292 -2.42290 0.05323
H -0.01909 -1.91817 -0.68723
H 1.59545 -1.12268 -1.04976
H -2.38516 1.76237 0.51505
*
```

The value obtained for the energy above the lowest of the compared OMol25 structures with the same formula, charge and spin is 3.8673 eV. The total energy comes out at -1497.746990 Eh. The orbital gap (spin up / spin down) comes out at 0.321 / 0.282 hartree. The value obtained for the strongest force on any atom is 0.08402 hartree/bohr.

Taken from the Löwdin analysis, the atomic charges in e are:
1. Cl 0.61
2. Cl 0.56
3. Cl 0.61
4. C -1.24
5. C -0.19
6. C -0.55
7. H -0.01
8. H 0.07
9. H 0.09
10. H 0.01
11. H 0.04

=====

Entry 10:
Here is a molecular structure, C3H5Cl3 from OMol25. Energies are from the ωB97M-V functional and the def2-TZVPD basis.

```
! wB97M-V def2-TZVPD RIJCOSX def2/J DEFGRID3
* xyz 0 1
Cl -0.60886 -1.60701 -0.57227
Cl 1.96897 -0.24983 0.18270
Cl -0.51524 0.33870 1.62394
C -0.12542 1.28506 -1.00146
C 0.06194 -0.08815 -0.06197
C -1.55532 1.69181 -1.32229
H -1.82605 2.80830 -0.38372
H -2.31151 0.71107 -1.17304
H -1.31432 1.97864 -2.62581
H 0.35698 2.03508 -0.58523
H 0.44483 0.94290 -1.90222
*
```

The value obtained for the energy above the lowest of the compared OMol25 structures with the same formula, charge and spin is 3.7521 eV. The total energy comes out at -1497.751223 Eh. The orbital gap comes out at 0.415 hartree. The value obtained for the strongest force on any atom is 0.13611 hartree/bohr.

Taken from the Löwdin analysis, the atomic charges in e are:
1. Cl 0.60
2. Cl 0.42
3. Cl 0.49
4. C -0.44
5. C -1.45
6. C -0.17
7. H 0.19
8. H 0.10
9. H 0.15
10. H 0.02
11. H 0.10

=====

Entry 11:
Here is a molecular structure, C3H5Cl3N2 from OMol25. Energies are from the ωB97M-V functional and the def2-TZVPD basis.

```
! wB97M-V def2-TZVPD RIJCOSX def2/J DEFGRID3
* xyz 0 1
Cl 1.19605 1.56076 -0.89727
Cl -2.69614 -0.19649 -0.55922
Cl -0.72966 2.24642 0.95679
N 1.54420 -1.40628 -0.09266
N 0.80367 -1.12135 1.00163
C -0.92815 -0.06822 -0.28323
C -0.46649 1.31610 -0.33239
C -0.38114 -0.62319 1.10628
H -0.50961 -0.36124 2.19086
H -0.51042 -0.89548 -1.03855
H 0.90509 -0.76623 -1.07436
H -0.97711 1.64603 -1.11297
H 2.74973 -1.33083 0.13512
*
```

The value obtained for the energy above the lowest of the compared OMol25 structures with the same formula, charge and spin is 4.2870 eV. The total energy comes out at -1607.203715 Eh. The orbital gap comes out at 0.342 hartree. The value obtained for the strongest force on any atom is 0.11226 hartree/bohr.

Taken from the Löwdin analysis, the atomic charges in e are:
1. Cl 0.63
2. Cl 0.62
3. Cl 0.78
4. N -0.11
5. N -0.16
6. C -0.78
7. C -1.31
8. C -0.23
9. H 0.11
10. H 0.11
11. H 0.13
12. H -0.01
13. H 0.20

=====

Entry 12:
Here is a molecular structure, C3H5Cl3O2 from OMol25. Energies are from the ωB97M-V functional and the def2-TZVPD basis.

```
! wB97M-V def2-TZVPD RIJCOSX def2/J DEFGRID3
* xyz 0 1
Cl 1.02789 -2.12847 0.21069
Cl 2.52784 0.42624 -0.07550
Cl -0.06861 2.39258 0.00731
O 0.26605 0.19237 -1.69031
O 0.87297 -0.11821 1.77369
C -0.07064 0.20907 -0.42257
C -1.42374 -0.15424 -0.06967
C 1.05681 -0.31071 0.43780
H -0.36986 0.45989 -2.27136
H 1.72900 -0.32396 2.12098
H -2.10155 0.64158 -0.28008
H -1.91546 -0.87575 -0.67632
H -1.53070 -0.41041 0.93533
*
```

The value obtained for the energy above the lowest of the compared OMol25 structures with the same formula, charge and spin is 0.3110 eV. The total energy comes out at -1648.331164 Eh. The orbital gap comes out at 0.364 hartree. The value obtained for the strongest force on any atom is 0.08047 hartree/bohr.

Taken from the Löwdin analysis, the atomic charges in e are:
1. Cl 0.67
2. Cl 0.76
3. Cl 0.27
4. O 0.03
5. O -0.08
6. C -0.72
7. C -0.08
8. C -1.26
9. H 0.09
10. H 0.08
11. H 0.07
12. H 0.10
13. H 0.08